1.
# C2H8NO2P

An isolated molecule of C2H8NO2P (ωB97M-V with the def2-TZVPD basis set, the Open Molecules 2025 dataset).

Each line ends with the Mulliken charge.
Cartesian coordinates (Å):
C (1.2076, -0.9426, 0.9021)  -1.21
C (0.2476, -0.4279, -0.0743)  -0.01
N (-1.2255, 0.0210, 0.8809)  -0.49
O (1.4872, 1.2088, -1.9567)  -0.52
O (-1.1388, 1.2659, -1.5132)  -0.63
P (0.5426, 1.3850, -0.8895)  0.14
H (1.7746, -0.0403, 1.2929)  0.33
H (1.9788, -1.6085, 0.4642)  0.33
H (0.8206, -1.6531, 1.5713)  0.38
H (-0.2709, -1.0688, -0.9144)  0.42
H (-1.8468, -0.7396, 0.9565)  0.31
H (-1.1223, 1.4536, -2.5190)  0.30
H (-0.7828, 0.5879, 1.5746)  0.35
H (-1.6716, 0.5585, 0.2246)  0.31

Forces on the atoms, in the same order (eV/Å):
C 2.27 0.62 -0.86
C -3.47 0.13 -2.01
N 3.67 -1.34 -1.59
O 2.28 -0.70 -2.96
O 0.94 0.51 -2.20
P -3.23 0.27 3.22
H -0.67 -1.26 0.35
H -0.25 0.73 -0.56
H -0.81 -0.32 1.68
H 1.24 0.77 1.89
H -0.27 -1.31 1.63
H 0.02 -0.50 2.45
H -0.53 -0.10 1.22
H -1.19 2.48 -2.26

Energy relative to the best compared isomer or geometry (same formula, charge and spin): 3.440 eV
Frontier orbital gap: 7.668 eV
Lowest unoccupied orbital energy: 0.36 eV
M: 109.065 g mol⁻¹
HOMO energy: -7.31 eV

***

2.
# C2H8NO2PS

A cluster of 2 separate species, C2H8NO2PS in total (ωB97M-V with the def2-TZVPD basis set, the Open Molecules 2025 dataset).

Each line ends with the Mulliken charge.
Cartesian coordinates (Å):
C (-2.2808, -1.3419, -0.6520)  -0.65
C (3.2451, 0.1091, -0.8181)  0.00
N (0.1356, 0.7552, 1.7952)  -0.61
O (-1.5275, -0.8826, 0.4709)  -0.38
O (3.0403, 0.5415, 0.2724)  -0.34
P (-0.1021, 0.1796, 0.2392)  0.39
S (-1.2731, 1.7403, -0.5618)  -0.37
H (-2.6588, -0.5294, -1.2302)  0.29
H (-3.1019, -1.8948, -0.2585)  0.23
H (-1.5480, -1.9680, -1.0834)  0.31
H (2.2847, -0.0702, -1.4549)  0.08
H (-1.8067, 2.0360, 0.6583)  0.19
H (4.1928, -0.2067, -1.2933)  0.27
H (0.6053, 0.0083, 2.2099)  0.27
H (0.7950, 1.5235, 1.7061)  0.31

Forces on the atoms, in the same order (eV/Å):
C 1.41 0.40 1.49
C -2.63 -0.79 -1.69
N -1.14 1.04 -0.46
O 1.72 1.82 1.60
O 1.02 0.36 0.82
P -2.98 -1.82 -1.92
S 0.23 0.93 0.35
H -0.05 0.51 -0.78
H -0.56 -0.55 0.28
H 0.00 -0.99 -1.81
H 1.48 0.13 0.34
H 0.09 -0.13 -0.49
H 0.22 0.33 0.55
H 1.16 -1.32 1.55
H 0.04 0.07 0.17

Energy relative to the best compared isomer or geometry (same formula, charge and spin): 4.103 eV
Frontier orbital gap: 9.365 eV
Lowest unoccupied orbital energy: 0.70 eV
M: 141.132 g mol⁻¹
HOMO energy: -8.67 eV

***

3.
# C2H8NO2PS

A structure of composition C2H8NO2PS (ωB97M-V with the def2-TZVPD basis set, the Open Molecules 2025 dataset).

Each line ends with the Mulliken charge.
Cartesian coordinates (Å):
C (1.5829, -1.0268, -1.1559)  -0.61
C (-0.2069, -0.7912, 1.7106)  -0.93
N (-0.8674, 1.3570, 0.4375)  -0.58
O (-0.9958, -0.8891, -0.7795)  -0.61
O (1.1973, 0.1190, -0.3276)  -0.28
P (-1.2503, 2.3221, -1.0215)  -0.06
S (-0.2688, -0.0480, 0.1343)  1.14
H (1.0110, -1.1010, -2.1371)  0.27
H (2.6700, -0.8202, -1.4293)  0.24
H (1.1463, -1.9060, -0.7024)  0.35
H (0.9178, -0.8087, 2.0022)  0.30
H (-0.8796, -0.2968, 2.4606)  0.33
H (-0.4355, -1.8099, 1.8356)  0.38
H (-1.0144, 3.4383, -0.2365)  0.05
H (-2.6067, 2.2613, -0.7910)  0.03

Forces on the atoms, in the same order (eV/Å):
C 0.44 0.70 -2.30
C 2.50 0.64 2.42
N 1.16 -1.85 -0.91
O 0.43 -0.61 -0.34
O 0.98 -0.95 -1.25
P 1.16 -1.06 1.00
S -4.55 3.31 1.06
H 0.64 1.00 1.05
H -1.39 -1.07 0.95
H 1.35 -0.69 0.55
H -1.90 0.65 -0.02
H 1.02 0.16 -0.99
H -0.68 -1.49 -1.02
H -0.24 0.95 -0.15
H -0.93 0.31 -0.05

Energy relative to the best compared isomer or geometry (same formula, charge and spin): 6.335 eV
Frontier orbital gap: 9.342 eV
Lowest unoccupied orbital energy: 0.60 eV
M: 141.132 g mol⁻¹
HOMO energy: -8.74 eV

***

4.
# C2H8NO3P

An isolated molecule of C2H8NO3P (ωB97M-V with the def2-TZVPD basis set, the Open Molecules 2025 dataset).

Each line ends with the Mulliken charge.
Cartesian coordinates (Å):
C (-0.9596, -1.8667, 0.7155)  -0.80
C (-0.1535, 1.8444, -0.1464)  -0.62
N (0.2587, -1.1404, 0.9917)  -0.44
O (2.3983, 0.3224, 0.7741)  -0.55
O (1.7875, -1.0422, -1.4084)  -0.57
O (0.5815, 0.9100, -0.8170)  -0.21
P (1.1475, -0.3362, 0.0104)  0.88
H (-0.8601, -2.9145, 0.6746)  0.34
H (-1.5527, -1.4347, -0.0788)  0.28
H (-1.6890, -1.8056, 1.6250)  0.24
H (-0.4241, 2.6260, -0.8896)  0.21
H (0.4709, 2.2920, 0.5768)  0.30
H (-1.0016, 1.2803, 0.3747)  0.26
H (2.3191, 0.0008, 1.7404)  0.38
H (2.6705, -0.7700, -1.6845)  0.31

Forces on the atoms, in the same order (eV/Å):
C -1.86 1.46 2.48
C -2.33 0.40 0.45
N 1.17 0.72 -1.05
O -0.67 -1.26 2.17
O -0.88 0.14 2.41
O 1.01 -1.81 -1.04
P 0.78 -1.00 -2.37
H 0.58 -1.28 -0.79
H -0.02 -0.27 -0.60
H 1.29 0.34 -1.16
H -0.41 -0.62 0.68
H 0.50 0.83 1.20
H 0.60 1.44 -0.70
H 0.34 0.69 -2.04
H -0.11 0.23 0.35

Energy relative to the best compared isomer or geometry (same formula, charge and spin): 0.046 eV
Frontier orbital gap: 9.910 eV
Lowest unoccupied orbital energy: 0.64 eV
M: 125.064 g mol⁻¹
HOMO energy: -9.27 eV

***

5.
# C2H8NO4PS2

An isolated molecule of C2H8NO4PS2 (ωB97M-V with the def2-TZVPD basis set, the Open Molecules 2025 dataset).

Each line ends with the Mulliken charge.
Cartesian coordinates (Å):
C (0.2440, -2.3997, 0.9065)  -0.67
C (0.2792, 2.4557, -0.7923)  -1.09
N (2.3064, 0.5037, -0.7759)  -0.46
O (0.9074, 0.6438, 1.2332)  -0.60
O (-0.2185, -0.1737, -0.8945)  -0.25
O (4.8911, -0.4199, -0.6168)  -0.53
O (3.4037, -1.6703, 0.8022)  -0.49
P (-0.4634, -1.8792, -0.7252)  0.07
S (0.9065, 0.7358, -0.2313)  1.06
S (3.8648, -0.3160, 0.4535)  0.75
H (-0.3846, -2.7955, 1.6813)  0.36
H (0.8546, -1.5294, 1.1904)  0.13
H (0.9481, -3.1677, 0.6884)  0.31
H (0.6284, 2.4807, -1.8024)  0.35
H (-0.7684, 2.5468, -0.8788)  0.36
H (0.8581, 3.1394, -0.2536)  0.39
H (2.5291, 0.4914, -1.7973)  0.24
H (0.7301, -2.1220, -1.4564)  0.05

Forces on the atoms, in the same order (eV/Å):
C 0.57 1.32 -0.78
C 1.16 -3.16 -0.87
N -0.05 -0.09 -1.72
O -0.24 0.17 -2.22
O 0.25 0.83 0.88
O -1.64 0.98 1.45
O -0.25 1.74 -0.02
P 0.19 -0.59 -0.21
S -1.18 1.75 1.42
S 2.54 -2.91 -0.92
H -0.76 0.43 0.16
H -0.24 -0.65 0.64
H 0.71 -0.65 -0.35
H 0.41 0.03 -0.80
H -1.15 0.04 0.81
H 0.39 1.05 1.19
H -0.55 0.03 1.24
H -0.14 -0.32 0.12

Energy relative to the best compared isomer or geometry (same formula, charge and spin): 3.832 eV
Frontier orbital gap: 9.818 eV
Lowest unoccupied orbital energy: 0.07 eV
M: 205.197 g mol⁻¹
HOMO energy: -9.75 eV

***

6.
# C2H8NO4PS2

A structure of composition C2H8NO4PS2 (ωB97M-V with the def2-TZVPD basis set, the Open Molecules 2025 dataset).

Each line ends with the Mulliken charge.
Cartesian coordinates (Å):
C (2.4517, 1.0966, -2.0395)  -0.99
C (-2.5298, -1.2213, 0.4753)  -0.81
N (-0.7542, 0.5279, 1.0513)  -0.46
O (-2.0298, -0.3244, 2.9918)  -0.61
O (-0.4050, -1.8701, 1.9331)  -0.54
O (-0.0125, -0.9798, -1.1288)  -0.58
O (1.7543, -0.4446, 0.6515)  -0.49
P (0.9380, 1.8795, -1.2336)  0.11
S (-1.3328, -0.7732, 1.8282)  1.04
S (0.5723, -0.1016, -0.1556)  0.88
H (3.2264, 1.1979, -1.3737)  0.38
H (2.4596, 1.4881, -3.0617)  0.34
H (2.2411, 0.0868, -2.1770)  0.34
H (-3.2161, -2.1578, 0.5997)  0.30
H (-3.1409, -0.2789, 0.4739)  0.31
H (-2.0121, -1.2422, -0.4467)  0.31
H (-0.0430, 0.9420, 1.6341)  0.38
H (1.8327, 2.1749, -0.0223)  0.08

Forces on the atoms, in the same order (eV/Å):
C -2.86 1.21 -1.55
C -1.95 0.61 1.87
N 2.67 -0.19 -2.10
O 0.15 0.38 0.10
O 0.13 0.78 0.14
O 0.20 -0.27 0.41
O -2.04 0.33 -1.38
P 1.75 -1.08 2.39
S -2.71 -3.69 -0.67
S 1.08 1.78 0.69
H 2.20 0.48 0.75
H 0.87 0.31 0.38
H -0.29 -1.96 -0.18
H 1.65 1.76 0.29
H 0.11 -1.04 -0.11
H 0.63 -0.33 -0.73
H -0.03 0.72 0.98
H -1.55 0.20 -1.29

Energy relative to the best compared isomer or geometry (same formula, charge and spin): 4.358 eV
Frontier orbital gap: 10.074 eV
Lowest unoccupied orbital energy: -0.55 eV
M: 205.197 g mol⁻¹
HOMO energy: -10.62 eV

***

Question: Which of these has the lowest M?
Answer: C2H8NO2P